--- one ---
C3H13N4 as an isolated structure. Source: the Open Molecules 2025 dataset; level of theory: ωB97M-V with the def2-TZVPD basis set.

ORCA input file:
```
! RIJCOSX wB97M-V def2-TZVPD def2/J DEFGRID3
* xyz 1 1
C 1.36 -1.57 0.64
C -3.15 -0.43 -0.42
C -1.57 0.98 0.91
N 2.56 1.31 -0.44
N 1.05 -0.62 -0.35
N -1.89 0.12 0.05
N 0.00 -0.70 -1.01
H 0.69 -2.35 0.92
H 2.15 -2.24 0.48
H 1.53 -1.12 1.52
H -3.01 -0.24 -1.52
H -3.02 -1.49 0.00
H -3.84 0.19 0.10
H -2.46 1.43 1.39
H -0.63 1.34 1.18
H 2.09 2.16 -0.21
H 3.02 1.49 -1.31
H 1.86 0.27 -0.32
H -0.14 0.03 -1.80
H 3.39 1.42 0.21
*
```

--- two ---
C3H13N4 as an isolated structure. Source: the Open Molecules 2025 dataset; level of theory: ωB97M-V with the def2-TZVPD basis set.

ORCA input file:
```
! RIJCOSX wB97M-V def2-TZVPD def2/J DEFGRID3
* xyz 1 1
C -1.47 1.50 0.25
C 0.67 1.17 -1.05
C -0.73 0.75 -0.71
N -1.25 -0.28 -1.33
N 2.01 -1.54 0.27
N 0.41 -0.94 0.76
N 0.59 -0.25 1.81
H -1.66 2.51 0.00
H -2.34 0.96 0.21
H -1.23 1.45 1.31
H 1.26 0.34 -1.48
H 1.36 1.59 -0.32
H 0.64 1.87 -1.91
H 2.88 -1.50 0.76
H -0.78 -0.80 -2.02
H 1.67 -2.51 0.18
H 2.11 -1.02 -0.55
H 0.86 0.70 1.83
H -2.16 -0.56 -1.22
H 0.44 -0.78 2.68
*
```

Verdict on stability: two comes out on top.

--- one ---
An isolated ion of composition C4H9N2O2 and charge -1. Source: the Open Molecules 2025 dataset; level of theory: ωB97M-V with the def2-TZVPD basis set.

ORCA input file:
```
! RIJCOSX wB97M-V def2-TZVPD def2/J DEFGRID3
* xyz -1 1
O -1.67 -2.97 1.96
C -1.46 -1.82 1.58
N -0.76 -1.41 0.53
C -0.67 0.01 0.06
C 0.80 0.43 0.21
N 1.38 0.54 -1.14
C 0.93 1.94 -1.82
O 1.16 3.00 -1.12
H -1.89 -0.98 2.15
H -0.22 -2.03 -0.06
H -1.33 0.63 0.65
H -0.94 0.04 -0.99
H 1.46 -0.21 0.80
H 0.82 1.41 0.71
H 2.38 0.40 -1.10
H -0.15 1.74 -2.00
H 1.50 1.84 -2.78
*
```

Its SMILES is O=CNCCNC[O-].

--- two ---
C4H9N2O2 as an isolated structure. Source: the Open Molecules 2025 dataset; level of theory: ωB97M-V with the def2-TZVPD basis set.

ORCA input file:
```
! RIJCOSX wB97M-V def2-TZVPD def2/J DEFGRID3
* xyz -1 1
C -0.23 0.54 0.62
C 0.77 -0.23 -0.22
C -1.41 -2.37 -0.95
N -1.35 -2.26 0.35
N 0.44 1.73 1.11
C 0.91 2.82 0.31
O 0.47 2.82 -0.87
O 1.67 3.61 0.90
H -1.17 0.71 0.08
H -0.49 -0.16 1.43
H 1.54 -0.79 0.32
H 1.25 0.41 -0.98
H -1.61 -1.49 -1.62
H -1.63 -3.30 -1.47
H 0.27 -0.92 -0.87
H -0.38 -2.73 -0.14
H 0.94 1.62 1.98
*
```

--- three ---
C4H9N2O2 as an isolated structure. Source: the Open Molecules 2025 dataset; level of theory: ωB97M-V with the def2-TZVPD basis set.

ORCA input file:
```
! RIJCOSX wB97M-V def2-TZVPD def2/J DEFGRID3
* xyz -1 1
C 1.55 -1.63 0.54
C 1.39 1.73 -0.79
C 1.58 -0.15 0.86
C 0.89 0.68 -0.12
N -2.10 0.24 0.67
N -3.13 0.23 0.17
O -3.32 0.21 -1.62
O -4.30 0.19 0.48
H 1.06 -2.21 1.23
H 2.57 -1.95 0.37
H 1.14 -1.81 -0.44
H -3.97 -0.44 -1.74
H 0.76 2.18 -1.65
H 2.39 2.04 -0.90
H 1.10 0.03 1.85
H 2.58 0.14 1.23
H -0.17 0.53 -0.15
*
```

Verdict on stability: one comes out on top.